## a
This record from OMol25 describes a 10-piece molecular cluster, C9H37NO10 overall. The level of theory is wB97M-V/def2-TZVPD.

frontier orbital gap = 8.60 eV
E_HOMO = -0.31035 Eh
SMILES string = CC1(C)CCCC(C)(C)N1O.O.O.O.O.O.O.O.O.O

Cartesian coordinates (Å):
C1 1.17 -0.66 0.51
C2 1.61 0.74 0.82
C3 3.13 0.73 1.10
C4 1.30 1.65 -0.38
C5 0.79 3.07 -0.06
C6 1.39 3.52 1.28
C7 0.94 2.65 2.43
C8 1.86 2.87 3.60
C9 -0.49 3.05 2.85
N1 0.87 1.26 1.98
O1 0.80 0.35 3.05
H1 1.31 -1.37 1.33
H2 0.12 -0.71 0.21
H3 1.76 -1.03 -0.35
H4 3.34 0.14 2.01
H5 3.67 0.19 0.32
H6 3.61 1.70 1.23
H7 2.24 1.80 -0.91
H8 0.66 1.17 -1.12
H9 1.20 3.73 -0.82
H10 -0.29 3.13 -0.03
H11 1.03 4.54 1.48
H12 2.47 3.59 1.16
H13 1.95 3.93 3.85
H14 2.88 2.53 3.39
H15 1.51 2.35 4.49
H16 -0.78 2.37 3.66
H17 -1.18 2.93 2.03
H18 -0.49 4.08 3.23
H19 1.66 0.37 3.50
O2 1.53 -0.46 -3.33
H20 0.63 -0.28 -3.05
H21 1.71 -1.33 -2.95
O3 -1.14 -0.05 -2.65
H22 -2.05 -0.40 -2.62
H23 -1.23 0.86 -2.37
O4 -3.85 0.06 -1.58
H24 -3.74 -0.43 -0.75
H25 -4.72 -0.18 -1.90
O5 -2.09 -2.42 -4.18
H26 -1.22 -2.18 -4.51
H27 -2.66 -1.70 -4.47
O6 -1.58 -5.17 -2.23
H28 -1.09 -5.69 -1.60
H29 -1.70 -4.31 -1.81
O7 1.83 -3.17 -2.62
H30 1.65 -3.88 -2.00
H31 1.89 -3.61 -3.48
O8 -3.01 -0.67 1.04
H32 -2.58 0.14 1.32
H33 -3.36 -1.06 1.85
O9 -1.55 -2.46 -0.93
H34 -0.78 -2.38 -1.50
H35 -1.65 -1.59 -0.53
O10 -3.18 -4.38 0.62
H36 -3.77 -3.93 0.01
H37 -2.32 -4.02 0.39

=====

## b
This record from OMol25 describes a 10-piece molecular cluster, C9H37NO10 overall. The level of theory is wB97M-V/def2-TZVPD.

frontier orbital gap = 9.18 eV
E_HOMO = -0.32082 Eh
SMILES string = CC1(C)CCCC(C)(C)N1O.O.O.O.O.O.O.O.O.O

Cartesian coordinates (Å):
C1 -0.90 -2.43 1.01
C2 -1.56 -1.10 0.45
C3 -0.74 -0.76 -0.81
C4 -2.99 -1.28 -0.09
C5 -4.06 -1.40 0.99
C6 -4.01 -0.10 1.75
C7 -2.68 0.14 2.44
C8 -2.62 1.52 2.99
C9 -2.41 -0.82 3.55
N1 -1.60 0.08 1.32
O1 -0.31 0.24 1.84
H1 -1.09 -2.51 2.15
H2 -1.10 -3.36 0.56
H3 0.25 -2.33 1.03
H4 0.28 -0.38 -0.60
H5 -0.58 -1.69 -1.38
H6 -1.26 -0.01 -1.54
H7 -3.22 -0.39 -0.74
H8 -3.02 -2.14 -0.76
H9 -5.12 -1.62 0.62
H10 -3.91 -2.25 1.65
H11 -4.69 -0.07 2.57
H12 -4.09 0.71 1.06
H13 -3.30 1.52 3.86
H14 -3.01 2.26 2.34
H15 -1.57 1.74 3.25
H16 -3.37 -0.94 4.07
H17 -1.83 -0.34 4.30
H18 -2.16 -1.82 3.27
H19 0.01 1.04 1.45
O2 1.86 0.21 3.27
H20 2.32 0.30 4.11
H21 1.03 -0.24 3.38
O3 0.09 2.43 0.24
H22 -0.79 2.04 0.10
H23 0.60 2.34 -0.63
O4 3.15 0.70 -5.59
H24 2.98 0.58 -4.68
H25 2.76 -0.13 -5.83
O5 1.28 -0.81 -3.37
H26 1.84 -1.43 -2.89
H27 0.40 -1.10 -3.14
O6 4.10 3.52 -4.52
H28 3.57 3.11 -5.17
H29 4.47 4.32 -4.96
O7 3.06 -0.35 0.79
H30 2.48 -0.46 1.56
H31 2.62 0.39 0.24
O8 1.87 1.47 -1.39
H32 1.43 0.77 -1.93
H33 2.66 1.79 -1.85
O9 2.87 -2.04 -1.36
H34 3.47 -2.79 -1.21
H35 2.97 -1.57 -0.44
O10 4.33 2.00 -2.21
H36 4.56 1.07 -2.07
H37 4.71 2.41 -3.05

=====

Which of them is least stable? Easy: b.

=====

## a
This record from OMol25 describes one molecule with the formula C4H12N4. The level of theory is wB97M-V/def2-TZVPD.

frontier orbital gap = 9.48 eV
E_HOMO = -0.32370 Eh
SMILES string = [H]/N=C(\N)NCCCN

Cartesian coordinates (Å):
H1 -0.53 -2.46 0.61
N1 0.18 -1.77 0.29
C1 -0.16 -0.87 1.17
N2 -1.07 -1.09 2.29
N3 0.23 0.41 1.12
C2 1.30 0.61 0.04
C3 0.58 1.49 -0.96
C4 -0.64 0.78 -1.15
N4 -0.59 -0.35 -2.34
H2 -0.51 -0.92 3.25
H3 -1.32 -2.08 2.39
H4 -0.11 1.00 1.81
H5 1.42 -0.49 -0.22
H6 2.19 0.98 0.65
H7 0.35 2.45 -0.42
H8 1.30 1.76 -1.92
H9 -1.49 1.44 -1.58
H10 -1.12 0.22 -0.19
H11 0.22 0.10 -3.01
H12 -0.23 -1.19 -1.84

=====

## b
This record from OMol25 describes a 2-piece molecular cluster, C4H12N4 overall. The level of theory is wB97M-V/def2-TZVPD.

frontier orbital gap = 8.86 eV
E_HOMO = -0.28630 Eh
SMILES string = C/N=C(/C)N.[H]/N=C\N

Cartesian coordinates (Å):
C1 0.19 2.18 -0.63
N1 0.46 1.02 0.18
C2 0.92 -0.08 -0.43
C3 1.69 -1.07 0.39
N2 0.94 -0.25 -1.78
H1 0.98 2.44 -1.34
H2 0.09 3.05 0.02
H3 -0.73 2.09 -1.24
H4 1.15 -1.32 1.29
H5 1.91 -1.99 -0.14
H6 2.63 -0.59 0.69
H7 0.80 -1.22 -2.05
H8 0.37 0.37 -2.33
H9 -1.15 -2.14 0.17
N3 -1.15 -1.22 -0.26
C4 -1.45 -0.24 0.61
N4 -1.88 -0.52 1.88
H10 -1.92 0.68 0.24
H11 -1.63 -1.41 2.28
H12 -2.19 0.23 2.47

=====

Which of them is least stable? Easy: a.

=====

## a
This record from OMol25 describes one molecule with the formula C4H12N4. The level of theory is wB97M-V/def2-TZVPD.

frontier orbital gap = 8.72 eV
E_HOMO = -0.28230 Eh
SMILES string = CN(N)/C=N/N(C)C

Cartesian coordinates (Å):
C1 -1.86 2.44 -0.35
N1 -0.63 1.77 -0.95
N2 0.55 2.52 -0.62
C2 -0.39 0.36 -0.72
N3 0.46 -0.06 0.21
N4 0.39 -1.47 0.42
C3 0.39 -1.95 1.78
C4 1.15 -2.20 -0.51
H1 -2.73 1.82 -0.53
H2 -1.91 3.44 -0.87
H3 -1.83 2.55 0.74
H4 0.95 2.93 -1.48
H5 1.24 1.86 -0.23
H6 -1.14 -0.36 -1.07
H7 1.39 -2.03 2.25
H8 0.03 -3.04 1.68
H9 -0.23 -1.35 2.47
H10 0.88 -3.22 -0.37
H11 1.04 -1.96 -1.54
H12 2.24 -2.04 -0.30

=====

## b
This record from OMol25 describes one molecule with the formula C4H12N4. The level of theory is wB97M-V/def2-TZVPD.

frontier orbital gap = 8.75 eV
E_HOMO = -0.28966 Eh

Cartesian coordinates (Å):
C1 -0.26 -1.60 -1.66
N1 -0.73 -0.33 -1.16
C2 0.30 0.89 -0.85
N2 -0.03 2.13 -1.09
H1 -1.46 0.04 -1.76
H2 0.60 2.57 -1.75
H3 1.28 0.51 -1.17
H4 -0.12 -2.26 -0.80
H5 0.68 -1.51 -2.22
H6 -1.01 -2.09 -2.28
C3 1.05 0.81 1.83
N3 -0.06 0.73 0.88
C4 -1.03 -0.48 0.90
N4 -0.77 -1.56 1.55
H7 -0.59 1.61 0.89
H8 0.21 -1.82 1.56
H9 -2.05 -0.13 0.94
H10 1.48 1.81 1.79
H11 1.79 0.06 1.57
H12 0.73 0.61 2.85

=====

Which of them is least stable? Easy: b.

=====

## a
This record from OMol25 describes an isolated ion of composition H2N2O4P and charge -1. The level of theory is wB97M-V/def2-TZVPD.

frontier orbital gap = 9.56 eV
charge = -1
E_HOMO = -0.19487 Eh
SMILES string = N[P@@](=O)([O-])ON=O

Cartesian coordinates (Å):
N1 0.02 0.04 -0.09
P1 1.35 0.95 0.03
O1 1.31 2.11 -0.85
O2 1.80 1.01 1.40
O3 2.45 -0.21 -0.62
N2 3.43 -0.42 0.25
O4 4.30 -1.13 -0.18
H1 -0.13 -0.78 0.63
H2 -0.33 0.05 -1.08

=====

## b
This record from OMol25 describes an isolated ion of composition H2N2O4P and charge -1. The level of theory is wB97M-V/def2-TZVPD.

frontier orbital gap = 9.30 eV
charge = -1
E_HOMO = -0.19245 Eh
SMILES string = N[P@](=O)([O-])[N+](=O)[O-]

Cartesian coordinates (Å):
N1 -0.10 -0.40 0.08
P1 1.55 -0.79 0.03
O1 2.03 -1.49 -1.14
O2 2.01 -1.43 1.35
N2 2.21 0.88 -0.01
O3 1.46 1.81 0.32
O4 3.34 1.00 -0.44
H1 -0.50 -0.17 -0.75
H2 -0.01 0.38 0.85

=====

## c
This record from OMol25 describes a 2-piece molecular cluster, H2N2O4P overall. The level of theory is wB97M-V/def2-TZVPD.

frontier orbital gap (spin up / spin down) = 7.77 / 7.76 eV
charge = -1
E_HOMO (spin up / spin down) = -0.15763 / -0.15643 Eh

Cartesian coordinates (Å):
N1 0.35 -0.10 0.31
N2 -1.43 -1.83 1.05
O1 -1.67 -1.85 -0.15
O2 0.31 -0.76 2.83
O3 -1.90 -2.60 1.87
O4 -2.45 0.87 2.14
P1 -0.55 -0.46 1.69
H1 0.89 0.74 0.47
H2 -0.28 -0.01 -0.47

=====

Which of them is least stable? Easy: c.

=====

## a
This record from OMol25 describes a 2-piece molecular cluster, C3H10NO4 overall. The level of theory is wB97M-V/def2-TZVPD.

frontier orbital gap = 11.93 eV
charge = +1
E_HOMO = -0.55770 Eh

Cartesian coordinates (Å):
O1 2.45 -0.70 1.34
C1 1.31 -0.58 1.07
O2 0.44 0.20 1.87
C2 0.56 -0.78 -0.23
C3 1.38 -0.14 -1.39
O3 0.35 -0.08 -2.39
N1 -0.94 -0.35 -0.23
H1 0.98 0.95 2.20
H2 0.45 -1.87 -0.26
H3 2.15 -0.84 -1.70
H4 1.77 0.85 -1.15
H5 0.42 0.39 -3.22
H6 -1.37 -1.07 0.36
H7 -0.98 0.58 0.18
H8 -1.04 -0.33 -1.28
H9 -2.29 1.10 2.33
H10 -3.23 1.56 1.13
O4 -2.40 1.12 1.37

=====

## b
This record from OMol25 describes a 2-piece molecular cluster, C3H10NO4 overall. The level of theory is wB97M-V/def2-TZVPD.

frontier orbital gap = 11.29 eV
charge = +1
E_HOMO = -0.54451 Eh

Cartesian coordinates (Å):
O1 -1.33 0.36 2.50
C1 -0.97 -0.16 1.48
O2 -1.48 -1.22 0.87
C2 -0.08 0.66 0.53
C3 -0.63 1.26 -0.73
O3 0.27 2.29 -1.09
N1 1.25 0.04 0.21
H1 -1.90 -1.88 1.45
H2 0.20 1.46 1.19
H3 -1.68 1.57 -0.68
H4 -0.64 0.52 -1.54
H5 -0.03 3.15 -0.78
H6 1.60 0.70 -0.50
H7 1.83 -0.14 1.03
H8 1.09 -0.86 -0.29
H9 1.46 -2.84 -0.76
H10 0.45 -2.40 -1.92
O4 0.58 -2.49 -0.97

=====

Which of them is least stable? Easy: a.

=====

## a
This record from OMol25 describes a 6-piece molecular cluster, C7H22O8 overall. The level of theory is wB97M-V/def2-TZVPD.

frontier orbital gap = 10.63 eV
E_HOMO = -0.39154 Eh
SMILES string = O=C1OCCO1.CCO.CCO.O.O.O

Cartesian coordinates (Å):
O1 -4.63 -4.34 -1.86
C1 -3.49 -3.92 -1.77
O2 -2.62 -4.35 -0.82
C2 -1.25 -4.04 -1.15
C3 -1.51 -3.17 -2.47
O3 -2.81 -3.30 -2.77
H1 -0.69 -3.36 -0.51
H2 -0.62 -4.91 -1.35
H3 -0.98 -3.33 -3.41
H4 -1.37 -2.11 -2.27
C4 -4.10 6.22 1.83
C5 -2.57 5.87 2.08
O4 -2.23 4.53 1.88
H5 -4.38 7.27 1.72
H6 -4.74 5.72 2.56
H7 -4.45 5.71 0.93
H8 -2.34 6.11 3.12
H9 -1.85 6.49 1.56
H10 -1.76 4.24 2.67
C6 5.59 -4.75 -0.15
C7 4.33 -4.26 0.47
O5 3.29 -5.27 0.51
H11 5.33 -5.08 -1.16
H12 5.99 -5.61 0.39
H13 6.36 -3.97 -0.19
H14 3.85 -3.42 -0.03
H15 4.68 -3.95 1.46
H16 3.08 -5.58 1.39
O6 -1.71 4.63 -1.70
H17 -1.58 4.59 -0.76
H18 -2.45 5.23 -1.82
O7 0.24 0.19 1.56
H19 0.90 0.23 0.87
H20 -0.38 0.88 1.35
O8 3.66 3.45 -1.08
H21 3.77 4.36 -0.80
H22 3.41 2.98 -0.29

=====

## b
This record from OMol25 describes C7H22O8 as an isolated structure. The level of theory is wB97M-V/def2-TZVPD.

frontier orbital gap = 8.22 eV
E_HOMO = -0.32197 Eh

Cartesian coordinates (Å):
C1 2.28 0.65 0.88
C2 1.65 0.63 2.22
O1 1.73 1.98 2.64
C3 2.62 2.61 1.93
O2 3.06 3.71 2.14
O3 2.90 1.92 0.85
H1 1.49 0.51 0.15
H2 2.99 -0.18 0.82
H3 2.18 -0.02 2.91
H4 0.60 0.35 2.09
O4 0.28 -0.50 -0.56
H5 0.29 0.40 -0.23
H6 -0.18 -0.99 0.12
O5 -1.28 -1.36 0.49
H7 -0.69 -1.92 0.98
H8 -2.16 -1.58 0.81
O6 -2.00 0.15 -0.81
H9 -2.93 0.15 -1.06
H10 -1.90 -0.61 -0.24
C4 0.28 3.07 0.48
C5 -0.79 2.16 -0.04
O7 -0.71 0.80 0.47
H11 0.32 4.02 -0.06
H12 1.21 2.53 0.28
H13 0.31 3.23 1.56
H14 -0.75 1.98 -1.11
H15 -1.74 2.63 0.22
H16 -1.53 0.41 0.17
C6 -0.73 -3.92 -2.50
C7 -0.70 -2.54 -1.79
O8 -1.88 -1.87 -1.54
H17 -1.34 -4.63 -1.94
H18 0.28 -4.25 -2.74
H19 -1.19 -3.79 -3.48
H20 -0.02 -1.89 -2.34
H21 -0.32 -2.73 -0.78
H22 -1.65 -1.13 -0.98

=====

Which of them is least stable? Easy: b.

=====

## a
This record from OMol25 describes one molecule with the formula C2H5NO. The level of theory is wB97M-V/def2-TZVPD.

frontier orbital gap = 10.34 eV
E_HOMO = -0.34453 Eh
SMILES string = NCC=O

Cartesian coordinates (Å):
N1 -1.57 0.52 0.14
C1 -0.58 -0.27 -0.57
C2 0.69 -0.37 0.31
O1 1.78 0.03 0.02
H1 -0.99 1.25 0.54
H2 -2.02 -0.03 0.86
H3 -0.83 -1.27 -0.95
H4 -0.10 0.32 -1.36
H5 0.44 -0.89 1.28

=====

## b
This record from OMol25 describes C2H5NO as an isolated structure. The level of theory is wB97M-V/def2-TZVPD.

frontier orbital gap = 9.85 eV
E_HOMO = -0.32565 Eh

Cartesian coordinates (Å):
C1 0.23 -0.10 1.02
N1 0.29 0.43 -0.33
C2 -0.65 -0.15 -1.58
O1 -1.59 -0.81 -1.28
H1 -0.19 -1.11 0.97
H2 1.23 -0.15 1.48
H3 -0.42 0.51 1.66
H4 0.49 1.42 -0.43
H5 0.61 -0.04 -1.51

=====

Which of them is least stable? Easy: b.

=====

## a
This record from OMol25 describes a 2-piece molecular cluster, CH3N3O2 overall. The level of theory is wB97M-V/def2-TZVPD.

frontier orbital gap = 8.50 eV
E_HOMO = -0.34068 Eh

Cartesian coordinates (Å):
C1 -0.98 0.41 -0.04
N1 1.17 -1.07 0.06
N2 0.11 -1.18 0.56
N3 -2.28 -0.14 -0.05
O1 -2.66 -0.68 -1.07
O2 -2.94 -0.06 0.97
H1 -0.79 1.08 0.78
H2 -0.55 0.60 -1.01
H3 1.91 -1.75 0.23

=====

## b
This record from OMol25 describes one molecule with the formula CH3N3O2. The level of theory is wB97M-V/def2-TZVPD.

frontier orbital gap = 9.75 eV
E_HOMO = -0.34622 Eh

Cartesian coordinates (Å):
N1 1.19 -0.57 0.78
C1 -0.83 0.07 0.03
O1 -1.19 -0.92 -0.76
N2 0.67 0.23 -0.08
N3 1.10 1.33 -0.49
O2 -1.53 0.76 0.69
H1 -2.16 -0.94 -0.88
H2 0.67 -1.43 0.92
H3 2.08 1.45 -0.21

=====

## c
This record from OMol25 describes one molecule with the formula CH3N3O2. The level of theory is wB97M-V/def2-TZVPD.

frontier orbital gap = 10.20 eV
E_HOMO = -0.36263 Eh
SMILES string = [H]/N=N\NC(=O)O

Cartesian coordinates (Å):
H1 -1.55 -0.63 1.30
N1 -1.73 0.37 1.48
N2 -1.00 1.17 0.93
N3 0.06 0.75 0.14
C1 0.25 -0.48 -0.38
O1 -0.03 -1.58 -0.03
O2 1.28 -0.08 -1.38
H2 0.77 1.25 -0.61
H3 1.94 -0.78 -1.45

=====

## d
This record from OMol25 describes one molecule with the formula CH3N3O2. The level of theory is wB97M-V/def2-TZVPD.

frontier orbital gap = 10.25 eV
E_HOMO = -0.35643 Eh
SMILES string = N/C=N/[N+](=O)[O-]

Cartesian coordinates (Å):
N1 -0.18 0.22 0.55
C1 0.14 -1.02 0.09
N2 -0.66 -1.63 -0.81
N3 -0.32 -2.90 -1.11
O1 -0.74 -3.86 -0.52
O2 0.46 -2.93 -2.03
H1 0.58 0.77 1.04
H2 -0.96 0.68 0.19
H3 1.00 -1.67 0.52

=====

Which of them is least stable? Easy: a.

=====

## a
This record from OMol25 describes a 3-piece molecular cluster, C3H4INO overall. The level of theory is wB97M-V/def2-TZVPD.

frontier orbital gap = 10.37 eV
E_HOMO = -0.36215 Eh

Cartesian coordinates (Å):
C1 -0.90 -0.49 0.17
C2 2.10 -2.47 -1.11
C3 -1.88 0.70 0.26
N1 -0.02 -1.14 -0.05
O1 2.10 -2.58 0.01
I1 2.29 1.36 0.68
H1 2.50 1.96 -0.76
H2 -1.71 1.12 1.26
H3 -2.83 0.24 0.06
H4 -1.65 1.31 -0.52

=====

## b
This record from OMol25 describes one molecule with the formula C3H4INO. The level of theory is wB97M-V/def2-TZVPD.

frontier orbital gap = 9.62 eV
E_HOMO = -0.33962 Eh
SMILES string = [H]/N=C(\C)C(=O)I

Cartesian coordinates (Å):
H1 0.06 0.70 -2.17
N1 -0.75 0.93 -1.72
C1 -0.84 0.62 -0.50
C2 -0.09 -0.16 0.54
C3 -2.39 1.19 0.15
O1 -2.57 2.23 0.72
I1 -3.89 -0.31 -0.03
H2 -0.06 0.50 1.44
H3 -0.81 -1.02 0.47
H4 0.95 -0.10 0.16

=====

Which of them is least stable? Easy: b.